# 1
A structure of composition C20H26N2O2SiV, computed with the ωB97M-V functional and the def2-TZVPD basis.

Atoms and positions in Å:
C: 0.65486 1.85024 3.76276
C: 1.06062 2.11382 2.40332
C: -0.11081 2.46594 1.65202
H: 2.08492 2.12712 2.03249
C: -1.23931 2.41692 2.54472
C: -0.76778 2.04004 3.84318
H: -1.37041 1.97793 4.75101
H: 1.32147 1.71469 4.61406
H: -0.13296 2.77523 0.60902
H: -2.26854 2.66491 2.28649
V: -0.29514 0.42884 2.40323
C: -0.25360 -0.83564 -0.35655
H: -1.20350 -0.28848 -0.17961
H: -0.27942 -1.90072 -0.09222
H: 0.38447 -0.48843 0.51415
Si: -0.23884 -0.87514 -2.22362
C: 1.33502 -0.96561 -3.18533
C: 2.13735 0.18836 -3.24264
H: 1.80447 1.11399 -2.76063
C: 3.35966 0.15839 -3.92382
H: 3.98342 1.05371 -3.93488
C: 3.77249 -1.00529 -4.57877
H: 4.73486 -1.02965 -5.08977
C: 2.94645 -2.13564 -4.57345
H: 3.25455 -3.03471 -5.10876
C: 1.72984 -2.12169 -3.87954
H: 1.07520 -2.99895 -3.87527
C: -1.43804 0.23042 -3.07928
C: -1.18405 0.63758 -4.40561
H: -0.34017 0.20976 -4.95603
C: -1.98871 1.60818 -5.00897
H: -1.75015 1.95249 -6.01613
C: -3.08426 2.13970 -4.31925
H: -3.69145 2.92099 -4.77796
C: -3.40792 1.65036 -3.04783
H: -4.28401 2.03260 -2.52246
C: -2.60986 0.67627 -2.43924
H: -2.88235 0.26842 -1.46149
H: 0.59664 -0.25432 -1.02464
H: -0.78112 -2.26285 -1.90084
C: -0.76873 -2.08846 6.70628
O: -1.50517 -2.04288 5.43594
C: -0.88577 -1.51688 4.39501
O: -1.43983 -1.32913 3.29290
N: 0.41850 -1.17354 4.59190
N: 1.09509 -0.84802 3.33989
H: -0.05031 -2.92086 6.70075
H: -1.54091 -2.27607 7.45025
H: -0.26328 -1.13809 6.93740
H: 0.96755 -1.70075 5.27597
H: 2.01513 -0.44963 3.56086
H: 1.32383 -1.73543 2.86101

Results
frontier orbital gap (alpha / beta): 7.672 / 7.063 eV
<S²>: 0.76
energy relative to the best compared isomer or geometry (same formula, charge and spin): 0.0 kJ/mol
2S+1: 2
net charge: +2
HOMO energy (alpha / beta): -14.26 / -13.64 eV

---

# 2
A cluster of 2 separate species, C3H6O2S in total, computed with the ωB97M-V functional and the def2-TZVPD basis.

Atoms and positions in Å:
C: -1.79776 0.30951 1.22153
C: 1.66540 -0.31301 -1.20132
C: 2.02098 0.89995 -0.35156
O: -3.31365 -1.02930 -0.26595
O: 1.27689 1.01966 0.67021
S: -2.10729 -1.12603 0.50506
H: -2.46610 1.10841 1.37336
H: 1.70507 0.09676 -2.21338
H: 0.71303 -0.77227 -0.88741
H: 2.57964 -1.01309 -1.29704
H: -0.86908 0.40400 1.63989
H: 0.59287 0.41541 0.80660

Results
frontier orbital gap: 7.649 eV
energy relative to the best compared isomer or geometry (same formula, charge and spin): 528.8 kJ/mol
2S+1: 1
net charge: 0
HOMO energy: -8.46 eV

---

# 3
The molecule C4H9NO, computed with the ωB97M-V functional and the def2-TZVPD basis.

Atoms and positions in Å:
C: 1.94356 -1.43546 0.71957
C: 0.91770 -0.27606 0.90974
C: -0.13423 -0.26225 -0.19580
O: -0.16790 -1.01075 -1.23740
N: -1.06736 0.74005 -0.07191
C: -2.05065 1.17364 -1.13415
H: 2.55913 -1.53405 1.64023
H: 2.68038 -1.11031 -0.04936
H: 1.48113 -2.34827 0.30981
H: 0.31827 -0.10688 1.89687
H: 1.51881 0.70238 0.76875
H: -0.87516 1.46616 0.62415
H: -2.99263 0.56724 -1.29954
H: -2.44913 2.16302 -0.75197
H: -1.68192 1.27153 -2.12897

Results
SMILES: CCC(=O)NC
frontier orbital gap: 10.397 eV
energy relative to the best compared isomer or geometry (same formula, charge and spin): 113.4 kJ/mol
2S+1: 1
net charge: 0
HOMO energy: -9.58 eV

---

# 4
A structure of composition C6H12O, computed with the ωB97M-V functional and the def2-TZVPD basis.

Atoms and positions in Å:
C: -2.27539 -0.15427 0.16663
C: -1.18789 -1.25710 0.00962
C: 0.13972 -0.78839 -0.67951
C: 1.12576 -1.78852 -0.67079
C: 1.71361 -0.30358 -0.34468
C: 1.69334 0.86697 0.43889
H: -2.94652 -0.10250 -0.69281
H: -1.71302 0.76433 0.34402
H: -2.69884 -0.42777 1.13650
H: -1.44221 -2.19095 -0.49940
H: -0.85306 -1.61774 0.99038
H: -0.16468 -0.17886 -1.53426
H: 1.51974 -2.29365 0.21394
H: 2.34414 -0.23503 -1.24045
H: 2.63941 1.42654 0.34735
H: 1.73611 0.72654 1.53415
H: -0.10321 3.30497 0.28826
H: 0.75672 1.85979 0.14280
O: -0.28376 2.38920 0.04937

Results
frontier orbital gap: 6.454 eV
energy relative to the best compared isomer or geometry (same formula, charge and spin): 843.0 kJ/mol
2S+1: 1
net charge: 0
HOMO energy: -7.79 eV

---

# 5
The ion C2H4NO2S with charge -1, computed with the ωB97M-V functional and the def2-TZVPD basis.

Atoms and positions in Å:
C: 0.35155 0.83923 -0.09792
C: -0.56643 -0.16005 -0.46076
N: 1.38171 0.54417 0.61133
O: -3.02379 0.73320 -1.21944
O: -2.99205 -1.05651 0.58323
S: -2.52547 0.33885 0.15624
H: -0.02361 1.79039 -0.40582
H: -0.85204 -0.10113 -1.52033
H: -0.26496 -1.04163 0.16061
H: 1.80455 1.31573 1.24649

Results
frontier orbital gap: 7.552 eV
energy relative to the best compared isomer or geometry (same formula, charge and spin): 178.1 kJ/mol
2S+1: 1
net charge: -1
HOMO energy: -3.52 eV

---

Repeat the fourth record exactly.
A structure of composition C6H12O, computed with the ωB97M-V functional and the def2-TZVPD basis.

Atoms and positions in Å:
C: -2.27539 -0.15427 0.16663
C: -1.18789 -1.25710 0.00962
C: 0.13972 -0.78839 -0.67951
C: 1.12576 -1.78852 -0.67079
C: 1.71361 -0.30358 -0.34468
C: 1.69334 0.86697 0.43889
H: -2.94652 -0.10250 -0.69281
H: -1.71302 0.76433 0.34402
H: -2.69884 -0.42777 1.13650
H: -1.44221 -2.19095 -0.49940
H: -0.85306 -1.61774 0.99038
H: -0.16468 -0.17886 -1.53426
H: 1.51974 -2.29365 0.21394
H: 2.34414 -0.23503 -1.24045
H: 2.63941 1.42654 0.34735
H: 1.73611 0.72654 1.53415
H: -0.10321 3.30497 0.28826
H: 0.75672 1.85979 0.14280
O: -0.28376 2.38920 0.04937

Results
frontier orbital gap: 6.454 eV
energy relative to the best compared isomer or geometry (same formula, charge and spin): 843.0 kJ/mol
2S+1: 1
net charge: 0
HOMO energy: -7.79 eV